# 1
# C15H15O9

3 unconnected molecules or ions with the total composition C15H15O9 (ωB97M-V/def2-TZVPD, the OMol25 dataset).

Values from the calculation:
E_LUMO: 0.699 eV
Kohn-Sham gap: 2.822 eV
Electronic energy: -34223.4173 eV
Maximum force: 0.74 eV/Å

The geometry in ORCA input format:
```
! wB97M-V def2-TZVPD RIJCOSX def2/J DEFGRID3
* xyz -1 1
C 0.6559 -4.2294 3.1044
C 1.4235 -5.4866 3.3724
C 1.6611 -6.3738 2.1508
O 2.6212 -5.8246 1.2585
H 1.2190 -3.3305 2.8885
H -0.1895 -4.3506 2.4228
H 2.4068 -5.2352 3.7796
H 0.9377 -6.1247 4.1273
H 0.7064 -6.5210 1.6309
H 2.0413 -7.3591 2.4298
H 2.3005 -4.9342 1.0443
C 0.5204 -1.5030 -1.7115
C -0.5594 -0.6995 -1.6104
C -0.9870 -0.0591 -0.3250
O -2.0130 0.6594 -0.4218
C -0.2330 -0.3011 0.8369
C 0.8713 -1.1002 0.7408
C 1.2975 -1.7500 -0.5321
O 2.2860 -2.4896 -0.4576
O 1.6325 -1.4257 1.7591
O -1.3541 -0.3789 -2.6298
H 0.8146 -1.9709 -2.6404
H -0.5424 0.1388 1.7746
H 2.3213 -2.0209 1.3902
H -2.0221 0.2201 -2.2234
C -0.3663 5.2025 -0.4416
C -1.1206 4.1045 -0.6754
C -2.0909 4.0326 -1.8595
O -2.7224 3.0028 -1.9540
C -2.2045 5.1704 -2.7470
C -1.4461 6.2453 -2.4976
C -0.4780 6.3188 -1.3269
O 0.1481 7.3685 -1.2408
O -1.4463 7.3546 -3.2192
O -1.0820 3.0350 0.0687
H 0.3240 5.2654 0.3874
H -2.8964 5.1159 -3.5754
H -0.7870 7.9351 -2.7811
H -1.6482 2.2988 -0.2966
*
```

Atom charges from the Mulliken analysis, given in e for atoms 1 to 2: C -0.960; C -0.341

# 2
# C15H16BBeI2NO3Se

A molecular structure, C15H16BBeI2NO3Se (ωB97M-V/def2-TZVPD, the OMol25 dataset).

Values from the calculation:
E_LUMO: 4.164 eV
Kohn-Sham gap: 1.931 eV
Electronic energy: -106076.6660 eV
Maximum force: 4.46 eV/Å

The geometry in ORCA input format:
```
! wB97M-V def2-TZVPD RIJCOSX def2/J DEFGRID3
* xyz -2 1
Be 5.4035 6.5643 8.0644
I 3.9373 11.2439 9.4112
C 4.4542 9.4255 10.2335
C 4.2802 9.2936 11.6368
C 4.7553 8.2086 12.3246
I 4.4532 8.4869 14.2954
C 5.2183 7.0822 11.7022
C 5.3452 5.7665 12.3008
C 5.5627 4.6931 11.4900
C 5.9187 4.8507 10.1431
N 5.7514 6.1252 9.5733
C 5.3317 7.2093 10.3136
C 4.8957 8.3045 9.5109
O 4.8602 8.0429 8.1895
H 3.8960 10.2113 12.1175
H 5.3899 5.6568 13.3741
H 5.6239 3.6670 11.8832
H 6.0037 4.0037 9.4150
C 9.1796 5.2345 4.2107
C 9.2675 5.6220 5.7085
C 10.6172 5.1214 6.2112
O 8.2032 4.8358 6.3372
B 7.1671 5.7339 6.3745
O 7.4262 7.0815 6.2025
C 8.8645 7.1029 6.0774
C 9.2496 8.1019 5.0238
C 9.3137 7.6293 7.4181
H 9.3002 4.1057 4.1956
H 9.9897 5.8204 3.7492
H 8.1784 5.5621 3.8653
H 10.8032 4.1422 5.8313
H 10.7966 5.0622 7.3245
H 11.4188 5.8160 5.9394
H 8.6630 7.9034 4.1250
H 10.3218 8.0532 4.8143
H 9.0617 9.1367 5.3226
H 9.2944 6.9873 8.2914
H 8.7882 8.4679 7.7980
H 10.3446 7.9648 7.3921
Se 5.4457 4.8783 6.7977
*
```

Atom charges from the Mulliken analysis, given in e for atoms 1 to 2: Be -0.373; I -0.080

# 3
# C15H16Cl2N2O4

C15H16Cl2N2O4 in the gas phase (ωB97M-V/def2-TZVPD, the OMol25 dataset).

Values from the calculation:
SMILES: CCOC(=O)C[C@H]1C(=O)NCCN1C(=O)c1ccc(Cl)c(Cl)c1
E_LUMO: -0.284 eV
Kohn-Sham gap: 8.539 eV
Electronic energy: -52019.2375 eV
Maximum force: 15.12 eV/Å

The geometry in ORCA input format:
```
! wB97M-V def2-TZVPD RIJCOSX def2/J DEFGRID3
* xyz 0 1
C -0.8791 3.3328 0.8369
C -0.4550 3.2459 -0.6609
H -1.1863 3.4808 -1.3848
H 0.4894 3.9530 -0.8123
O -0.0240 2.1410 -1.2008
C -0.8166 1.2124 -1.2643
O -1.9741 1.4899 -1.1087
C -0.2236 -0.2480 -1.8125
H -0.9829 -0.9741 -1.6965
H 0.0054 -0.1667 -2.7421
C 1.1874 -0.7668 -0.8918
N 1.1673 -0.1597 0.3481
C -0.0789 -0.2243 1.2788
O 0.0793 0.1302 2.4904
C -1.0035 -1.3566 0.8923
C -2.2537 -0.9043 1.0544
C -3.4109 -1.7976 0.7371
C -2.9442 -3.1856 0.5855
C -1.6664 -3.8007 0.5765
C -0.5801 -2.7272 0.9905
H 0.3963 -3.0081 0.8994
H -1.2073 -4.6962 0.6508
Cl -4.0925 -4.5154 0.2252
Cl -4.8304 -1.4096 0.7094
H -2.5228 -0.0954 0.8248
C 2.0783 0.6749 0.8476
C 3.3290 0.2322 0.4289
N 3.4632 -0.2123 -1.0465
C 2.3347 -0.1735 -1.6101
O 2.2062 -0.2161 -2.8428
H 4.2769 0.0499 -1.6110
H 4.2849 0.7376 0.5762
H 3.5470 -0.9433 0.9277
H 2.0227 0.9987 1.9060
H 2.0250 1.7821 0.3433
H 1.1420 -1.9253 -0.8341
H -1.0764 4.3560 0.8749
H -1.7315 2.8057 1.0714
H -0.0949 2.8832 1.4433
*
```

Atom charges from the Mulliken analysis, given in e for atoms 1 to 2: C -1.187; C -0.500

# 4
# C15H16Cl2NOS3Sc

A molecular structure, C15H16Cl2NOS3Sc (ωB97M-V/def2-TZVPD, the OMol25 dataset).

Values from the calculation:
E_LUMO: -7.406 eV
Kohn-Sham gap: 7.004 eV
Electronic energy: -97591.0356 eV
ΔE to the lowest compared entry with this formula, charge and spin: 87.2 kJ/mol
Maximum force: 1.75 eV/Å

The geometry in ORCA input format:
```
! wB97M-V def2-TZVPD RIJCOSX def2/J DEFGRID3
* xyz 2 1
Sc -0.3030 -0.4900 -0.1458
Cl 0.6861 -1.1016 4.5274
C 1.8001 -1.1830 3.2379
C 3.1582 -1.4360 3.5004
C 4.0760 -1.5132 2.4891
Cl 5.7271 -1.7701 2.8502
C 3.6556 -1.3955 1.1340
C 4.4966 -1.5607 0.0216
C 3.9706 -1.5080 -1.2507
C 2.6122 -1.2755 -1.4189
N 1.7757 -1.0806 -0.3981
C 2.2888 -1.1434 0.8862
C 1.3638 -0.9821 1.9460
O 0.0869 -0.6762 1.6149
H 3.4718 -1.5648 4.5275
H 5.5529 -1.7380 0.1748
H 4.5896 -1.6546 -2.1234
H 2.1793 -1.2495 -2.4114
C -3.7952 0.4213 0.6365
C -4.0449 -0.3865 -0.6344
S -2.5597 -1.0757 -1.4721
C -2.3013 -0.0405 -2.9665
C -1.9612 1.4128 -2.7080
S -0.3917 1.6353 -1.7679
C -0.8271 2.8859 -0.5026
C -1.6241 2.3568 0.6873
S -3.4242 2.1917 0.3618
H -3.0264 -0.0214 1.2730
H -4.7210 0.4298 1.2115
H -4.5810 0.1995 -1.3797
H -4.6420 -1.2682 -0.4018
H -3.2171 -0.1145 -3.5528
H -1.5168 -0.5579 -3.5214
H -2.7428 1.9061 -2.1386
H -1.8242 1.9313 -3.6571
H -1.3519 3.6959 -1.0078
H 0.1390 3.2726 -0.1741
H -1.5307 3.0584 1.5152
H -1.2439 1.3900 1.0378
*
```

Atom charges from the Mulliken analysis, given in e for atoms 1 to 2: Sc 1.049; Cl -0.144

# 5
# C15H16ClInN4O4PS3

A molecular structure, C15H16ClInN4O4PS3 (ωB97M-V/def2-TZVPD, the OMol25 dataset).

Values from the calculation:
E_LUMO: -4.213 eV
Kohn-Sham gap: 7.031 eV
Electronic energy: -89443.4080 eV
ΔE to the lowest compared entry with this formula, charge and spin: 214.1 kJ/mol
Maximum force: 0.87 eV/Å

The geometry in ORCA input format:
```
! wB97M-V def2-TZVPD RIJCOSX def2/J DEFGRID3
* xyz 1 1
In -0.6173 1.0428 -0.0434
C -2.0069 -4.1514 0.2613
C -1.8782 -3.0501 1.2381
N -1.8509 -3.1609 2.5343
N -1.6813 -1.8894 2.9967
C -1.6123 -0.9929 2.0222
S -1.4731 0.7135 2.1917
N -1.7495 -1.7224 0.8817
N -1.6326 -1.1510 -0.3924
H -2.1469 -5.0808 0.8066
H -1.1064 -4.2360 -0.3481
H -2.8622 -3.9955 -0.3972
H -1.6098 -1.7142 3.9933
H -0.8917 -1.6255 -0.9220
H -2.5276 -1.1766 -0.8972
S -2.4789 3.9254 -4.0554
P -2.1296 3.7330 -2.1586
S -1.0687 1.9182 -2.1572
C -3.5823 3.5821 -1.1066
C -3.5093 3.1066 0.2023
C -4.6369 3.0602 1.0005
C -5.8543 3.5001 0.4944
C -5.9338 3.9821 -0.8008
C -4.8024 4.0232 -1.6053
C -1.1122 5.0014 -1.4050
C -1.1046 6.2658 -1.9858
C -0.3898 7.2923 -1.3848
C 0.3208 7.0620 -0.2189
C 0.3246 5.7997 0.3602
C -0.3926 4.7764 -0.2320
H -2.5594 2.7915 0.6235
H -4.5703 2.6917 2.0141
H -6.7375 3.4690 1.1145
H -6.8807 4.3221 -1.1944
H -4.8668 4.3776 -2.6247
H -1.6362 6.4387 -2.9101
H -0.3777 8.2720 -1.8390
H 0.8839 7.8620 0.2368
H 0.8920 5.6168 1.2612
H -0.3740 3.7882 0.2242
O 3.0262 -1.0134 -0.5163
Cl 1.7657 -0.4024 -0.3941
O 0.9985 -0.8630 0.7821
O 0.8868 -0.6310 -1.5518
O 1.8370 1.0696 -0.2277
*
```

Atom charges from the Mulliken analysis, given in e for atoms 1 to 2: In 1.046; C -1.237

# 6
# C15H16ClNO5S

C15H16ClNO5S in the gas phase (ωB97M-V/def2-TZVPD, the OMol25 dataset).

Values from the calculation:
SMILES: COCCNC(=O)c1ccc(CS(=O)(=O)c2ccc(Cl)cc2)o1
E_LUMO: 0.266 eV
Kohn-Sham gap: 9.284 eV
Electronic energy: -50899.2204 eV
Maximum force: 1.20 eV/Å

The geometry in ORCA input format:
```
! wB97M-V def2-TZVPD RIJCOSX def2/J DEFGRID3
* xyz 0 1
C -3.6718 -1.6695 2.7021
H -3.1185 -1.5726 3.6339
O -3.0809 -0.7821 1.7883
C -3.7019 -0.7981 0.5201
C -2.9774 0.2067 -0.3714
N -1.5998 -0.1749 -0.5474
C -1.0488 -0.4114 -1.7584
O -1.6355 -0.2590 -2.8129
C 0.3606 -0.8381 -1.6939
C 1.2545 -1.0795 -2.7037
C 2.4782 -1.4071 -2.0824
C 2.2530 -1.3527 -0.7336
C 3.1590 -1.4539 0.4162
H 4.0363 -2.0571 0.2074
H 2.6548 -1.7827 1.3198
S 3.7899 0.2591 0.7805
O 4.8105 0.5664 -0.1804
O 4.1231 0.3172 2.1767
C 2.3540 1.2882 0.4562
C 2.2204 1.8823 -0.7840
C 1.0653 2.5837 -1.0812
C 0.0636 2.6739 -0.1233
C 0.2062 2.0867 1.1282
C 1.3639 1.3853 1.4150
H 1.5136 0.9178 2.3753
H -0.5830 2.1724 1.8583
Cl -1.3808 3.5297 -0.4959
H 0.9349 3.0478 -2.0457
H 3.0230 1.7867 -1.4979
O 0.9676 -1.0094 -0.4913
H 3.4034 -1.6511 -2.5615
H 1.0458 -1.0231 -3.7516
H -1.0765 -0.3676 0.2922
H -3.0292 1.1957 0.0944
H -3.4351 0.2429 -1.3619
H -4.7629 -0.5218 0.6103
H -3.6421 -1.8063 0.0826
H -3.6118 -2.7055 2.3463
H -4.7254 -1.4188 2.8749
*
```

Atom charges from the Mulliken analysis, given in e for atoms 1 to 2: C -0.789; H 0.225

# 7
# C15H16N2O

C15H16N2O in the gas phase (ωB97M-V/def2-TZVPD, the OMol25 dataset).

Values from the calculation:
SMILES: O=C1N[C@H]([C@@H]2C[C@H]3C=C[C@@H]2C3)Nc2ccccc21
E_LUMO: 0.646 eV
Kohn-Sham gap: 8.688 eV
Electronic energy: -20841.9980 eV
ΔE to the lowest compared entry with this formula, charge and spin: 133.3 kJ/mol
Maximum force: 1.90 eV/Å

The geometry in ORCA input format:
```
! wB97M-V def2-TZVPD RIJCOSX def2/J DEFGRID3
* xyz 0 1
O -3.8071 0.8752 1.7602
C -2.6976 0.4063 1.8355
C 0.1518 1.4571 -3.3084
C -1.0860 1.6524 -2.7823
C -3.1151 -3.2985 2.4882
C -1.8234 -3.7220 2.2507
C -3.4854 -1.9495 2.3178
C -0.8700 -2.8295 1.8361
C -2.4692 -1.0168 1.9986
C -1.1877 -1.4689 1.7361
N -1.6522 1.2689 1.5103
N -0.1863 -0.5694 1.4615
C -0.4305 0.7604 0.9149
C 0.4311 2.7754 -1.4181
C 0.9472 0.4479 -1.1969
C 1.1304 1.6416 -2.1743
C -0.8961 2.0054 -1.3056
C -0.4932 0.7029 -0.6322
H 0.3682 1.1088 -4.3211
H -2.0600 1.5755 -3.3222
H -3.8932 -4.0211 2.7312
H -1.5806 -4.7485 2.3576
H -4.5407 -1.6535 2.4090
H 0.1656 -3.1068 1.7181
H -2.0757 2.0901 1.0905
H 0.7647 -0.8912 1.5422
H 0.4093 1.4099 1.2024
H 0.3541 3.6842 -2.0211
H 0.9025 3.0176 -0.5009
H 1.0140 -0.4969 -1.7245
H 1.6626 0.4256 -0.4007
H 2.1443 1.8495 -2.5009
H -1.7557 2.5338 -0.8634
H -1.2198 -0.0563 -0.9302
*
```

Atom charges from the Mulliken analysis, given in e for atoms 1 to 2: O -0.692; C 0.294

# 8
# C15H16N2O4S2

C15H16N2O4S2 in the gas phase (ωB97M-V/def2-TZVPD, the OMol25 dataset).

Values from the calculation:
SMILES: CCOC(=O)Cn1/c(=N/C(=O)CSC(C)=O)sc2ccccc21
E_LUMO: 0.485 eV
Kohn-Sham gap: 9.078 eV
Electronic energy: -48656.6650 eV
ΔE to the lowest compared entry with this formula, charge and spin: 0.0 kJ/mol
Maximum force: 0.85 eV/Å

The geometry in ORCA input format:
```
! wB97M-V def2-TZVPD RIJCOSX def2/J DEFGRID3
* xyz 0 1
C 0.6125 0.3826 4.4147
C -0.4389 -0.3326 3.5796
H -1.4147 -0.2935 4.0736
H -0.1558 -1.3693 3.3894
O -0.5505 0.2622 2.2832
C -1.3368 1.3231 2.1590
O -2.0046 1.8060 3.0317
C -1.3001 1.8581 0.7266
N -0.0640 1.5341 0.0678
C -0.0127 0.6615 -0.9527
N -1.0771 0.1356 -1.4815
C -0.8412 -0.7226 -2.5072
O 0.2802 -0.9829 -2.9217
C -2.0920 -1.3384 -3.0745
H -2.1018 -1.2715 -4.1663
H -2.9787 -0.8924 -2.6308
S -2.0940 -3.1194 -2.7137
C -1.9153 -3.7798 -4.3617
O -1.9289 -3.0661 -5.3233
C -1.7492 -5.2646 -4.3502
H -2.2696 -5.7031 -3.5036
H -2.1077 -5.6855 -5.2867
H -0.6864 -5.4855 -4.2549
S 1.6211 0.3382 -1.4836
C 2.2207 1.4206 -0.2312
C 3.5343 1.7420 0.0656
C 3.7832 2.6110 1.1119
C 2.7370 3.1526 1.8511
C 1.4219 2.8408 1.5608
C 1.1699 1.9679 0.5108
H 0.6142 3.2619 2.1390
H 2.9530 3.8270 2.6655
H 4.8006 2.8715 1.3594
H 4.3380 1.3155 -0.5127
H -1.4633 2.9397 0.7490
H -2.1055 1.3849 0.1562
H 1.5616 0.4068 3.8839
H 0.7444 -0.1394 5.3577
H 0.2965 1.4026 4.6195
*
```

Atom charges from the Mulliken analysis, given in e for atoms 1 to 2: C -1.070; C -0.347